55
Properties=species:S:1:pos:R:3 method="wB97M-V/def2-TZVPD" smiles=CC(C)CCN1CCN(Cc2cc3ccccc3[nH]2)C[C@@H]1CCO charge=0 homo_lumo_gap_ev=8.75 lumo_ev=0.78 relative_energy_ev=0.972 energy_ev=-27761.1082
C 5.70 -3.19 2.38
H 5.83 -2.43 1.62
H 5.37 -4.11 1.90
H 6.67 -3.38 2.84
C 4.69 -2.74 3.44
C 5.14 -1.43 4.07
H 4.40 -1.07 4.78
H 6.08 -1.56 4.59
H 5.28 -0.66 3.31
C 3.26 -2.67 2.87
H 2.58 -2.40 3.68
H 2.98 -3.66 2.52
C 3.07 -1.66 1.74
N 1.66 -1.59 1.37
C 1.27 -2.63 0.43
C -0.24 -2.63 0.25
N -0.69 -1.33 -0.18
C -0.32 -0.35 0.82
H -0.75 -0.61 1.81
C 1.20 -0.28 0.95
C 1.84 0.24 -0.35
H 1.48 -0.35 -1.19
H 2.92 0.10 -0.28
C 1.53 1.72 -0.64
O 0.66 1.90 -1.73
H -0.14 1.37 -1.60
H 2.44 2.25 -0.93
H 1.12 2.20 0.26
H 1.45 0.42 1.76
H -0.71 0.63 0.53
C -2.12 -1.31 -0.46
C -2.54 -0.01 -1.06
C -2.21 0.53 -2.27
C -2.83 1.81 -2.35
C -2.86 2.81 -3.32
C -3.58 3.96 -3.05
C -4.27 4.12 -1.85
C -4.25 3.15 -0.87
C -3.53 1.99 -1.13
N -3.32 0.88 -0.37
H -3.71 0.72 0.55
H -4.78 3.28 0.06
H -4.83 5.03 -1.68
H -3.62 4.75 -3.79
H -2.33 2.69 -4.25
H -1.61 0.06 -3.03
H -2.32 -2.12 -1.18
H -2.72 -1.51 0.45
H -0.72 -2.92 1.20
H -0.51 -3.37 -0.51
H 1.76 -2.50 -0.55
H 1.58 -3.59 0.84
H 3.70 -1.93 0.88
H 3.36 -0.67 2.09
H 4.67 -3.50 4.23